# 1
{
  "formula": "C39H28Cl5N3O2PPt",
  "method": "wB97M-V/def2-TZVPD",
  "elements": ["Pt", "O", "C", "N", "C", "O", "C", "C", "C", "C", "C", "N", "C", "C", "C", "C", "C", "N", "H", "H", "H", "H", "H", "H", "H", "H", "C", "C", "C", "C", "C", "C", "C", "P", "C", "C", "C", "C", "C", "C", "C", "C", "C", "C", "C", "C", "C", "C", "H", "H", "H", "H", "H", "H", "H", "H", "H", "H", "H", "H", "H", "H", "H", "H", "H", "H", "H", "H", "Cl", "C", "C", "C", "Cl", "C", "Cl", "C", "Cl", "C", "Cl"],
  "positions_angstrom": [[0.02384, -0.63910, -0.48903], [3.27635, -2.84216, -1.80230], [2.25843, -2.24392, -1.62208], [1.96504, -1.49197, -0.43441], [2.72154, 0.39809, 1.05448], [3.73633, 1.04598, 1.63915], [1.46497, 0.29062, 1.94170], [1.64963, 0.39914, 3.30586], [0.55641, 0.44747, 4.14994], [-0.70921, 0.42471, 3.58835], [-0.82886, 0.25186, 2.22539], [0.23326, 0.14249, 1.40812], [1.13987, -2.23568, -2.61729], [1.29146, -2.93202, -3.79753], [0.24604, -2.93601, -4.70974], [-0.90649, -2.24004, -4.39586], [-0.98902, -1.56451, -3.18808], [0.01509, -1.56079, -2.30992], [2.66600, 0.49659, 3.66057], [0.68907, 0.53503, 5.21987], [-1.60342, 0.51108, 4.18855], [-1.79877, 0.18311, 1.76334], [2.22065, -3.45404, -3.97514], [0.33286, -3.47349, -5.64377], [-1.74945, -2.20991, -5.07112], [-1.87374, -1.01087, -2.91214], [4.34106, 4.78614, 0.93298], [3.43645, 5.13166, -0.21232], [3.75108, 6.23773, -0.99722], [3.01142, 6.58020, -2.11836], [1.92930, 5.80345, -2.49480], [1.58940, 4.70768, -1.71990], [2.31710, 4.36337, -0.57619], [1.62575, 2.92552, 0.30760], [1.28507, 3.36754, 2.03500], [2.24372, 3.28415, 3.04407], [1.95296, 3.72520, 4.32304], [0.69943, 4.25242, 4.59935], [-0.26027, 4.32511, 3.60220], [0.00670, 3.88386, 2.30847], [-1.05735, 3.98025, 1.24819], [2.71365, 1.54021, 0.11505], [3.54088, 1.58352, -1.07470], [4.57612, 0.80318, -1.44121], [5.13703, -0.36842, -0.79544], [4.48371, -1.18287, 0.02991], [3.07561, -0.98843, 0.44556], [2.32392, -2.18822, 0.84548], [5.27205, 5.34472, 0.85451], [4.58407, 3.72209, 0.93687], [3.88454, 5.02660, 1.89290], [4.61265, 6.83591, -0.72704], [3.29051, 7.44744, -2.70236], [1.35182, 6.04872, -3.37572], [0.74447, 4.09472, -2.00386], [3.20474, 2.84398, 2.82559], [2.70398, 3.65948, 5.09975], [0.46630, 4.60740, 5.59506], [-1.23807, 4.73427, 3.82506], [-1.99922, 4.32128, 1.67615], [-1.22602, 3.01355, 0.76899], [-0.77613, 4.68269, 0.45946], [3.38251, 2.45009, -1.70250], [5.11166, 1.13880, -2.32267], [6.15190, -0.62899, -1.06899], [4.98723, -2.05656, 0.42229], [1.55067, -2.15155, 1.59847], [2.82048, -3.14134, 0.71041], [-2.38629, -2.48521, 0.69969], [-2.90679, -1.02640, -0.08876], [-1.93762, -0.17485, -0.62493], [-2.41379, 0.93580, -1.31438], [-1.27963, 1.92490, -2.17220], [-3.77090, 1.24597, -1.40209], [-4.29672, 2.64819, -2.23991], [-4.70557, 0.39874, -0.80934], [-6.37875, 0.75956, -0.90243], [-4.27242, -0.75822, -0.16230], [-5.41685, -1.83281, 0.52956]],
  "lowdin_charge": [1.11, 0.17, -0.34, -0.06, -0.50, -0.02, -0.22, 0.00, -0.01, -0.01, -0.11, -0.04, -0.16, 0.04, -0.01, 0.00, -0.07, -0.04, 0.14, 0.13, 0.12, 0.09, 0.13, 0.13, 0.12, 0.11, -0.03, -0.25, -0.04, -0.06, -0.07, -0.11, -0.32, 1.17, -0.29, -0.11, -0.07, -0.06, -0.04, -0.27, -0.06, -0.23, -0.06, -0.03, -0.04, 0.00, -0.25, 0.03, 0.08, 0.08, 0.08, 0.12, 0.11, 0.11, 0.07, 0.09, 0.11, 0.11, 0.11, 0.08, 0.05, 0.08, 0.10, 0.12, 0.12, 0.13, 0.12, 0.14, 0.68, -0.72, -0.44, -0.72, 0.68, -0.71, 0.71, -0.71, 0.71, -0.71, 0.71],
  "largest_force_ev_per_a": 1.53,
  "homo_energy_ha": [-0.393, -0.393],
  "charge": 1
}

# 2
{
  "formula": "C39H28Cl6N8O4S3SeSr",
  "method": "wB97M-V/def2-TZVPD",
  "elements": ["Sr", "C", "C", "N", "C", "C", "S", "C", "C", "S", "C", "N", "C", "H", "H", "H", "H", "H", "H", "H", "H", "N", "C", "C", "C", "C", "C", "C", "N", "C", "C", "C", "S", "C", "N", "H", "H", "H", "H", "H", "H", "H", "N", "C", "C", "C", "C", "C", "C", "C", "H", "H", "H", "H", "H", "C", "N", "C", "Se", "N", "C", "C", "C", "C", "C", "C", "H", "H", "H", "H", "H", "H", "H", "H", "O", "Cl", "O", "O", "O", "Cl", "C", "C", "C", "Cl", "C", "Cl", "C", "Cl", "C", "Cl"],
  "positions_angstrom": [[-0.38631, 0.21234, -0.68808], [3.43461, -0.77486, -1.83941], [3.37951, -0.32791, -0.41916], [2.34848, 0.21057, 0.16528], [2.62498, 0.52759, 1.47994], [3.87988, 0.20983, 1.89489], [4.75791, -0.48809, 0.60589], [1.59925, 1.13920, 2.33184], [1.85038, 1.98344, 3.36448], [0.39148, 2.36173, 4.16560], [-0.47706, 1.38150, 3.04571], [0.27307, 0.80954, 2.14916], [-1.96267, 1.27707, 3.12398], [2.52388, -0.47617, -2.35018], [3.54712, -1.86005, -1.89186], [4.27901, -0.31410, -2.35336], [4.29612, 0.32181, 2.88192], [2.79766, 2.39445, 3.67091], [-2.28238, 0.99599, 4.12831], [-2.31484, 0.54076, 2.40879], [-2.41123, 2.23700, 2.86901], [0.87087, -4.13359, -2.18183], [1.23181, -4.44792, -0.88301], [1.62738, -5.63327, -0.27418], [1.93258, -5.56458, 1.07187], [1.84668, -4.35874, 1.78630], [1.44921, -3.18585, 1.17578], [1.13850, -3.24039, -0.18172], [0.72298, -2.23564, -1.03806], [0.58990, -2.80025, -2.20664], [0.23219, -2.05563, -3.40825], [-0.26308, -2.54618, -4.57492], [-0.49354, -1.26433, -5.67831], [0.09671, -0.16091, -4.51106], [0.41985, -0.69410, -3.37533], [0.86570, -4.75089, -2.97385], [1.69481, -6.56472, -0.82068], [2.24652, -6.46197, 1.58843], [2.09872, -4.35415, 2.83882], [1.37307, -2.25227, 1.71958], [-0.53749, -3.55971, -4.81716], [0.16636, 0.89960, -4.70723], [-1.41674, -1.51031, 1.09443], [-2.10582, -2.13828, 1.76149], [-2.97457, -2.94282, 2.57051], [-2.70924, -3.08966, 3.93046], [-3.55897, -3.86069, 4.70440], [-4.66083, -4.47526, 4.12331], [-4.91904, -4.32404, 2.76757], [-4.07730, -3.55667, 1.98034], [-1.84664, -2.60252, 4.36539], [-3.36327, -3.98151, 5.76123], [-5.32338, -5.07593, 4.73253], [-5.77918, -4.80350, 2.32044], [-4.25974, -3.42809, 0.92086], [4.24822, 3.09303, -0.76300], [3.07384, 3.88899, -1.02765], [2.26200, 3.78024, -2.10848], [2.39491, 2.58505, -3.48948], [1.30611, 4.72733, -1.97172], [1.44648, 5.39455, -0.76517], [0.69600, 6.37719, -0.14531], [1.13676, 6.81546, 1.09433], [2.28559, 6.29110, 1.68901], [3.03475, 5.30296, 1.06598], [2.58698, 4.86554, -0.16867], [4.36455, 2.38616, -1.58039], [4.12716, 2.55622, 0.17892], [5.13004, 3.73292, -0.70572], [0.48532, 4.73209, -2.55420], [-0.20869, 6.76224, -0.59431], [0.57009, 7.57399, 1.61720], [2.59485, 6.65926, 2.65828], [3.92263, 4.88971, 1.52606], [-0.84778, 3.73604, 1.37601], [-1.00716, 3.17126, 0.07480], [-1.44877, 4.15592, -0.85761], [-1.94426, 2.04931, 0.12611], [0.26404, 2.59040, -0.37449], [-1.95281, 1.98115, -3.18962], [-3.01630, 0.58689, -2.95930], [-2.49785, -0.49838, -2.27610], [-3.35403, -1.58176, -2.22062], [-2.75684, -3.09596, -1.51551], [-4.65451, -1.59175, -2.71939], [-5.68223, -2.97534, -2.55996], [-5.13254, -0.44980, -3.35910], [-6.73884, -0.41052, -3.98550], [-4.29590, 0.65492, -3.50259], [-4.85569, 2.05670, -4.33800]],
  "lowdin_charge": [1.27, -0.09, -0.64, 0.06, -0.35, -0.35, 1.07, -0.34, -0.34, 1.08, -0.64, 0.06, -0.08, 0.03, 0.08, 0.08, 0.08, 0.08, 0.08, 0.05, 0.08, 0.19, -0.18, -0.02, -0.09, -0.08, -0.02, -0.23, 0.09, -0.31, -0.35, -0.34, 1.06, -0.50, -0.01, 0.16, 0.11, 0.10, 0.10, 0.10, 0.08, 0.02, 0.15, -0.14, -0.21, -0.03, -0.07, -0.07, -0.06, -0.02, 0.12, 0.11, 0.11, 0.11, 0.09, -0.03, -0.06, -0.78, 0.62, 0.11, -0.20, -0.01, -0.08, -0.09, -0.01, -0.17, 0.04, 0.08, 0.10, 0.15, 0.12, 0.10, 0.10, 0.11, -0.30, 0.66, -0.32, -0.46, -0.49, 0.68, -0.68, -0.26, -0.68, 0.64, -0.71, 0.64, -0.71, 0.66, -0.71, 0.67],
  "largest_force_ev_per_a": 0.82,
  "homo_energy_ha": -0.268
}

# 3
{
  "formula": "C39H28F5N3P2PdS3Se",
  "method": "wB97M-V/def2-TZVPD",
  "elements": ["Pd", "C", "N", "P", "C", "C", "C", "C", "C", "C", "C", "C", "C", "C", "C", "C", "P", "C", "C", "C", "C", "C", "C", "C", "C", "C", "C", "C", "C", "H", "H", "H", "H", "H", "H", "H", "H", "H", "H", "H", "H", "H", "H", "H", "H", "H", "H", "H", "H", "H", "H", "H", "S", "C", "S", "C", "N", "N", "C", "C", "C", "C", "C", "C", "S", "H", "H", "H", "H", "H", "F", "C", "C", "F", "C", "F", "C", "Se", "C", "F", "C", "F"],
  "positions_angstrom": [[-1.22041, -0.10508, 1.46042], [2.25263, 2.70017, 0.40016], [0.96073, 2.06578, 0.71334], [-0.07404, 1.78409, -0.68734], [-0.11727, 3.51248, -1.37611], [-0.13772, 3.62417, -2.76284], [-0.22354, 4.87165, -3.38282], [-0.28310, 6.02009, -2.61402], [-0.24869, 5.92389, -1.22341], [-0.16185, 4.68097, -0.61134], [-1.77162, 1.80072, 0.08425], [-2.76110, 1.10627, -0.62964], [-4.10899, 1.26595, -0.32720], [-4.49305, 2.10660, 0.70361], [-3.52592, 2.76361, 1.46002], [-2.18104, 2.60616, 1.16277], [0.75211, 1.00870, 2.02876], [1.07879, 2.07773, 3.46672], [2.37039, 2.30595, 3.93871], [2.59039, 3.25643, 4.92967], [1.52541, 3.96592, 5.47063], [0.22944, 3.70751, 5.04231], [0.00725, 2.76593, 4.04582], [2.07529, -0.22700, 2.18435], [1.82252, -1.25451, 3.09701], [2.80402, -2.19063, 3.39231], [4.04273, -2.11955, 2.76766], [4.28795, -1.12422, 1.83297], [3.30984, -0.18064, 1.53987], [2.09820, 3.66555, -0.07287], [2.85281, 2.08792, -0.28018], [2.81512, 2.86747, 1.31376], [-0.08817, 2.72410, -3.36763], [-0.23481, 4.93967, -4.46384], [-0.34597, 6.99283, -3.09084], [-0.29070, 6.82155, -0.61691], [-0.10059, 4.62080, 0.47127], [-2.46479, 0.47348, -1.45262], [-4.85454, 0.72550, -0.89869], [-5.54628, 2.25107, 0.92491], [-3.82202, 3.40835, 2.28148], [-1.43844, 3.14273, 1.73689], [3.20166, 1.72929, 3.54933], [3.59877, 3.43739, 5.28333], [1.70454, 4.71141, 6.23828], [-0.60721, 4.23381, 5.48758], [-1.00698, 2.54525, 3.72951], [0.85298, -1.32840, 3.56981], [2.59929, -2.98616, 4.09927], [4.80317, -2.85738, 2.98936], [5.24204, -1.08608, 1.32032], [3.51367, 0.58617, 0.80481], [3.02639, -6.06461, 1.42015], [1.79690, -4.95404, 1.26213], [1.90700, -3.73211, 0.05399], [0.44207, -2.98787, 0.61634], [-0.09923, -3.59873, 1.58881], [0.64371, -4.70514, 1.96146], [-0.00586, -5.45781, 3.00179], [-1.27479, -5.02140, 3.40146], [-1.96013, -5.69908, 4.39718], [-1.40440, -6.82093, 5.00321], [-0.15056, -7.24546, 4.59809], [0.55849, -6.57485, 3.60664], [-0.09510, -1.52194, -0.17379], [-1.72622, -4.15829, 2.91890], [-2.93897, -5.34123, 4.69538], [-1.94607, -7.35843, 5.77280], [0.30294, -8.11595, 5.05746], [1.52992, -6.92964, 3.31539], [-7.49510, 1.25742, 4.01054], [-6.46121, 0.58647, 3.52066], [-5.19145, 0.83498, 3.99198], [-5.00681, 1.76264, 4.93359], [-4.12443, 0.14273, 3.46525], [-2.93491, 0.46481, 3.96905], [-4.26902, -0.81287, 2.46752], [-2.79821, -1.84882, 1.77812], [-5.56656, -1.03723, 2.02253], [-5.82464, -1.92450, 1.06783], [-6.65240, -0.35014, 2.53197], [-7.88194, -0.57962, 2.07257]],
  "lowdin_charge": [0.25, -0.15, -0.50, 1.00, -0.37, -0.11, -0.08, -0.09, -0.08, -0.11, -0.47, -0.13, -0.07, -0.08, -0.08, -0.12, 0.90, -0.31, -0.08, -0.07, -0.08, -0.07, -0.09, -0.38, -0.11, -0.07, -0.08, -0.07, -0.09, 0.06, 0.07, 0.07, 0.10, 0.10, 0.10, 0.10, 0.10, 0.10, 0.12, 0.11, 0.12, 0.07, 0.10, 0.11, 0.11, 0.11, 0.08, 0.10, 0.11, 0.11, 0.11, 0.08, 0.57, -1.09, 0.98, -1.08, -0.02, -0.11, -0.17, -0.03, -0.08, -0.10, -0.08, -0.04, 0.54, 0.03, 0.10, 0.10, 0.10, 0.04, 0.14, -0.15, -0.16, 0.12, -0.28, 0.07, -0.47, 0.78, -0.27, 0.09, -0.15, 0.13],
  "largest_force_ev_per_a": 1.17,
  "homo_energy_ha": [-0.282, -0.282]
}

# 4
{
  "formula": "C39H28ILuN8O2",
  "method": "wB97M-V/def2-TZVPD",
  "elements": ["Lu", "C", "C", "N", "C", "C", "C", "C", "C", "C", "C", "N", "C", "C", "C", "C", "C", "C", "C", "C", "N", "C", "H", "H", "H", "H", "H", "H", "H", "H", "H", "H", "H", "H", "I", "C", "C", "C", "C", "C", "C", "C", "C", "C", "C", "H", "H", "H", "H", "H", "H", "N", "N", "C", "O", "O", "H", "H", "H", "N", "C", "C", "C", "C", "C", "C", "C", "N", "C", "C", "N", "C", "H", "H", "H", "H", "H", "H", "H"],
  "positions_angstrom": [[-0.68612, -0.90918, -0.48700], [0.70708, 0.55828, 3.70108], [0.15375, -0.16598, 2.66686], [0.60473, -0.04220, 1.46772], [1.67033, 0.74981, 1.16159], [2.33822, 1.50528, 2.14889], [1.74362, 1.36967, 3.48291], [3.44806, 2.32664, 1.81843], [3.87163, 2.34610, 0.50489], [3.10251, 1.70008, -0.52944], [2.07279, 0.79440, -0.26324], [1.43006, -0.02254, -1.14297], [1.90083, -0.42731, -2.37783], [2.73935, 0.20507, -3.26182], [3.23258, -0.46781, -4.40054], [2.91588, -1.72124, -4.75897], [1.92248, -2.39455, -3.91125], [1.46269, -3.70959, -4.21590], [0.61066, -4.34014, -3.43479], [0.09773, -3.54683, -2.34048], [0.47969, -2.35311, -2.01078], [1.43452, -1.73302, -2.79319], [0.39434, 0.54307, 4.74712], [-0.61400, -0.89397, 2.87344], [2.13899, 1.96779, 4.29253], [4.07960, 2.89608, 2.55654], [4.70650, 3.01756, 0.20546], [3.55250, 1.85995, -1.47918], [3.16484, 1.13836, -3.00061], [3.88766, 0.11462, -5.02059], [3.16148, -2.23755, -5.70867], [2.04123, -4.17200, -4.98587], [0.40265, -5.39768, -3.46436], [-0.65876, -3.85512, -1.59915], [-3.80982, -1.49259, 0.23028], [-3.30771, -3.24777, 1.36870], [-4.29313, -3.86674, 2.12186], [-4.05169, -5.05387, 2.81621], [-2.76149, -5.53581, 2.84182], [-1.66681, -4.87354, 2.29930], [-0.33273, -5.38715, 2.40902], [0.68695, -4.68252, 1.77629], [0.42007, -3.49647, 1.15274], [-0.85191, -2.92884, 0.97894], [-1.90014, -3.64221, 1.51023], [-5.27246, -3.35601, 2.16084], [-4.86697, -5.58904, 3.33029], [-2.56443, -6.36881, 3.48275], [-0.17166, -6.19332, 3.06072], [1.70754, -5.09357, 1.86316], [1.35093, -2.87703, 0.96683], [-0.63158, 0.35869, -4.63508], [-1.09958, -0.94149, -4.47914], [-1.97440, -1.17096, -3.35157], [-2.77957, -2.08958, -3.33924], [-1.66419, -0.42776, -2.33189], [-0.95268, 0.65650, -5.53623], [0.38380, 0.35234, -4.59813], [-1.44332, -1.45339, -5.26892], [-0.61462, 8.50588, 4.93500], [-0.68225, 7.55475, 4.27762], [-0.78024, 6.58788, 3.16736], [0.17420, 5.59020, 3.12228], [0.03173, 4.61209, 2.13461], [-1.12497, 4.62963, 1.37981], [-2.03979, 5.65982, 1.36919], [-1.86333, 6.67128, 2.30234], [-1.32992, 3.56349, 0.48010], [-1.46261, 3.58157, -0.94020], [-1.47539, 2.28068, -1.29968], [-1.37176, 1.48011, -0.15400], [-1.30230, 2.28076, 0.85381], [0.93913, 5.53386, 3.88408], [0.75492, 3.83819, 2.01465], [-2.93151, 5.62953, 0.80552], [-2.59351, 7.45034, 2.39113], [-1.30982, 4.42113, -1.56526], [-1.43604, 1.84405, -2.29961], [-1.24505, 1.98278, 1.87066]],
  "lowdin_charge": [1.52, -0.08, -0.16, 0.01, -0.15, -0.16, -0.01, -0.08, -0.08, -0.02, -0.21, -0.03, -0.22, -0.03, -0.11, -0.04, -0.14, -0.03, -0.02, -0.10, 0.00, -0.17, 0.12, 0.11, 0.12, 0.12, 0.11, 0.06, 0.07, 0.10, 0.12, 0.11, 0.11, 0.12, 0.97, -0.56, -0.18, -0.09, -0.06, -0.16, -0.02, -0.11, -0.19, -0.27, -0.27, 0.09, 0.11, 0.10, 0.09, 0.11, 0.10, 0.04, -0.03, -0.70, 0.01, -0.31, 0.08, 0.06, 0.12, 0.15, -0.16, -0.23, 0.00, 0.03, -0.20, 0.02, -0.01, -0.01, 0.00, -0.10, -0.02, -0.17, 0.12, 0.10, 0.12, 0.12, 0.11, 0.10, 0.13],
  "largest_force_ev_per_a": 3.20,
  "homo_energy_ha": -0.264
}